# 1
86
Properties=species:S:1:pos:R:3:forces:R:3 method="wB97M-V/def2-TZVPD" total_charge=+1 homo_ev="-9.81 / -9.80" mol_weight_da=721.68 spin_multiplicity=4 orbital_gap_ev="5.99 / 5.99"
V 0.127648 -0.393641 0.536560 1.608 -1.592 -2.989
O -4.354141 3.025967 4.236113 -0.035 0.174 0.048
C -3.244803 3.496926 3.967058 0.495 -0.534 -0.240
O -2.670457 4.573746 4.154583 -0.167 0.061 0.036
C -2.328037 2.456969 3.178007 -0.465 0.431 0.209
C -2.821055 1.196729 2.868955 0.176 -0.251 -0.143
C -2.047395 0.348616 2.096178 -0.057 0.449 0.251
N -0.829057 0.723216 1.660548 -1.890 2.055 2.038
C -0.331884 1.932820 1.982206 -0.348 0.081 0.211
C -1.068423 2.830946 2.734071 0.288 -0.163 -0.115
C 1.023072 2.121906 1.449681 0.311 0.089 -0.107
C 1.834297 3.209283 1.746028 -0.126 -0.031 0.015
C 3.125465 3.241157 1.251100 0.005 -0.125 -0.093
C 3.565585 2.189482 0.455211 0.012 0.143 0.098
C 2.699704 1.147931 0.186933 0.045 -0.034 -0.087
N 1.452065 1.095169 0.674339 1.187 1.654 0.120
C -2.408231 -0.997245 1.637135 -0.118 -0.267 -0.102
C -3.600989 -1.631016 1.960521 0.052 0.163 0.063
C -3.835342 -2.911302 1.496980 0.080 -0.051 -0.078
C -2.862081 -3.526044 0.721933 -0.080 0.005 0.077
C -1.702700 -2.834524 0.435448 -0.051 -0.019 0.055
N -1.460046 -1.586885 0.866013 -1.754 -1.103 0.253
H -3.811218 0.938019 3.223011 -0.009 0.089 0.044
H -0.717408 3.826378 2.977342 -0.065 0.009 0.065
H 1.455712 4.006750 2.370033 0.002 -0.007 0.008
H 3.781212 4.069153 1.483348 -0.010 0.013 -0.008
H 4.566429 2.181543 0.047511 -0.011 -0.033 -0.015
H 3.005367 0.313913 -0.435258 -0.039 -0.022 0.027
H -4.329657 -1.121422 2.575067 0.010 0.012 -0.002
H -4.756407 -3.424278 1.737894 -0.007 0.015 0.009
H -2.996167 -4.530447 0.346370 0.015 0.006 -0.013
H -0.925674 -3.293379 -0.158059 0.024 0.026 -0.053
C 1.302311 0.542398 -3.684028 -0.085 -0.006 0.084
C 0.053337 0.800040 -2.872283 -0.035 0.034 0.001
C -1.002944 -0.119800 -2.843997 0.034 0.083 -0.013
C -1.046371 -1.313938 -3.768122 0.018 0.054 0.132
C -2.118166 0.128803 -2.033544 -0.043 0.130 -0.017
C -3.273299 -0.843827 -2.027344 0.133 0.042 0.021
C -2.227121 1.338200 -1.331416 0.024 0.109 -0.098
C -3.555757 1.717264 -0.715003 0.132 -0.073 -0.064
C -1.175122 2.268596 -1.373810 -0.172 -0.054 -0.125
C -1.313122 3.607734 -0.688736 0.005 -0.086 -0.003
C -0.050248 2.005459 -2.163156 -0.036 0.017 -0.093
C 0.983596 3.089263 -2.370192 -0.063 -0.124 0.022
H 1.463234 -0.520014 -3.849779 0.020 -0.013 -0.014
H 2.180543 0.924010 -3.162715 0.027 0.015 -0.037
H 1.254215 1.029566 -4.661226 0.056 -0.013 -0.014
H -1.086121 -2.251476 -3.207347 0.029 -0.029 -0.051
H -0.197562 -1.343164 -4.445685 -0.021 -0.034 -0.008
H -1.947249 -1.266451 -4.382681 0.004 -0.049 -0.010
H -2.935231 -1.868251 -2.172186 -0.023 -0.016 -0.003
H -3.972034 -0.612194 -2.836508 -0.057 -0.046 0.035
H -3.822225 -0.803443 -1.088024 -0.036 -0.012 -0.007
H -3.683961 1.325443 0.293955 -0.069 0.009 0.052
H -4.372912 1.336996 -1.325580 -0.027 -0.005 0.036
H -3.671259 2.795872 -0.667657 -0.031 0.000 0.061
H -1.742892 4.341258 -1.377179 0.022 0.046 0.037
H -0.350085 3.993312 -0.357808 0.001 0.009 0.007
H -1.959916 3.558579 0.181775 -0.019 0.010 0.031
H 1.786271 3.049299 -1.628950 0.037 0.031 0.026
H 0.525865 4.073908 -2.311097 0.044 0.007 0.006
H 1.436186 3.005109 -3.355057 0.059 0.035 0.008
C 1.945628 -0.148277 3.783248 -0.079 0.049 -0.030
As 1.300844 -1.370252 2.409759 0.815 -0.771 1.243
C 0.423074 -2.730282 3.496883 -0.014 0.070 -0.071
C 2.959054 -2.273191 1.942817 -0.002 -0.003 0.039
H 2.373073 -0.704850 4.615479 0.005 -0.041 -0.026
H 1.127458 0.469540 4.153851 -0.012 -0.016 -0.009
H 2.711382 0.502833 3.360435 -0.009 -0.008 -0.025
H 1.107050 -3.124849 4.246245 0.029 0.040 0.000
H 0.084580 -3.546137 2.858819 0.001 0.017 -0.020
H -0.442744 -2.295766 3.996343 0.000 0.014 -0.009
H 3.547671 -2.488677 2.833462 -0.021 -0.004 0.016
H 3.531762 -1.643309 1.263826 0.012 0.007 0.009
H 2.723804 -3.202550 1.425547 -0.016 -0.005 0.004
S 1.033983 -1.907589 -1.058099 0.051 -0.954 -0.826
C 2.438555 -2.442322 -1.800822 -0.211 0.127 -0.042
N 2.275254 -3.334433 -2.840421 0.334 0.163 0.206
C 3.320866 -3.893246 -3.481021 0.010 -0.001 -0.012
C 4.584578 -3.536353 -3.124739 0.098 -0.015 0.040
C 4.705108 -2.580027 -2.100183 -0.174 -0.077 -0.055
N 3.679045 -2.059292 -1.461823 0.269 0.123 0.029
H 1.321584 -3.548398 -3.099752 -0.027 -0.065 -0.004
H 3.097189 -4.610452 -4.258061 -0.052 0.035 -0.016
H 5.448666 -3.964856 -3.606616 -0.015 0.008 -0.023
H 5.685157 -2.232214 -1.792691 0.004 -0.005 0.000


# 2
85
Properties=species:S:1:pos:R:3:forces:R:3 method="wB97M-V/def2-TZVPD" total_charge=+2 homo_ev="-13.70 / -13.68" mol_weight_da=720.50 spin_multiplicity=2 orbital_gap_ev="7.44 / 7.06"
P 1.425943 1.072783 -1.606236 -0.286 -0.320 0.847
C 3.155821 1.312329 -1.943592 0.528 0.158 0.005
C 3.713641 0.863369 -3.156566 -0.044 0.021 0.205
H 3.102414 0.302812 -3.867116 0.268 0.107 0.213
C 5.047298 1.149651 -3.445433 -0.096 0.072 0.146
H 5.487831 0.773341 -4.369966 -0.110 0.166 0.289
C 5.805076 1.916377 -2.553600 -0.225 -0.079 0.080
H 6.849912 2.131450 -2.777123 -0.296 -0.016 0.040
C 5.233910 2.405797 -1.372257 -0.153 -0.053 0.047
H 5.812534 3.034059 -0.694105 -0.113 -0.249 -0.206
C 3.912902 2.094149 -1.054085 -0.013 -0.166 -0.287
H 3.445371 2.450415 -0.134693 0.316 -0.009 -0.116
C 0.798782 -0.223554 -2.665524 -0.217 -0.256 -0.405
C 1.408537 -1.486771 -2.589151 -0.210 0.026 0.008
H 2.374830 -1.593653 -2.089090 -0.426 -0.009 -0.075
C 0.781015 -2.590711 -3.162844 0.071 0.153 -0.071
H 1.233531 -3.579970 -3.059435 -0.173 0.319 -0.139
C -0.412976 -2.415549 -3.871265 -0.082 -0.010 0.160
H -0.921325 -3.282444 -4.294429 0.180 0.226 0.033
C -0.960370 -1.141246 -4.045597 0.098 0.075 -0.041
H -1.870566 -0.999697 -4.633493 0.353 -0.105 0.124
C -0.347467 -0.032085 -3.461858 0.174 -0.210 0.266
H -0.748012 0.971162 -3.625749 0.010 -0.373 0.193
C 0.525251 2.579209 -2.027070 -0.174 0.416 0.157
C 0.749559 3.132497 -3.302097 -0.105 -0.054 0.124
H 1.482671 2.681837 -3.975480 -0.199 0.140 0.178
C 0.022563 4.248321 -3.715337 0.010 -0.088 0.182
H 0.185231 4.660044 -4.712196 -0.032 -0.102 0.316
C -0.908810 4.835119 -2.851914 0.054 -0.144 0.050
H -1.472414 5.711054 -3.174873 0.162 -0.255 0.096
C -1.108199 4.311774 -1.572375 0.049 -0.085 0.060
H -1.818934 4.775823 -0.885540 0.243 -0.079 -0.253
C -0.390665 3.188528 -1.151461 0.196 -0.012 -0.241
H -0.505636 2.810917 -0.132687 -0.101 0.165 -0.300
V 0.472392 -0.233310 1.991009 -1.335 -1.479 4.394
C -1.384968 -1.400125 1.849678 0.226 0.247 -0.186
C -2.131488 -1.282515 0.740817 -0.523 -0.105 -0.041
H -1.716907 -2.021066 2.698157 0.271 0.149 -0.517
C -1.589470 -0.313829 -0.306476 -1.492 -0.833 -0.835
O -2.587000 0.714133 -0.572196 1.169 0.136 -0.049
H -2.180687 1.461535 -1.059535 -0.178 -0.528 0.179
C -0.404882 0.218482 0.346999 1.724 0.128 1.437
H -1.348341 -0.847579 -1.247230 -0.018 0.303 0.246
C 0.882933 0.602861 0.239143 -0.069 2.891 -6.104
Cl 0.202725 -1.277878 4.237429 0.091 0.310 -0.194
Cl 2.634763 0.455802 2.672551 -0.118 -0.136 -0.201
P 1.504852 -2.461755 1.970772 0.187 -0.112 0.257
C 2.645767 -2.999565 3.294761 -0.135 0.328 0.058
H 2.066139 -3.333281 4.163793 0.200 0.139 -0.265
H 3.281258 -2.155432 3.583471 -0.121 -0.227 -0.002
H 3.261394 -3.822432 2.909596 -0.156 0.170 0.032
C 0.472249 -3.943505 1.751145 -0.191 0.017 -0.100
H -0.115444 -3.853093 0.829914 0.094 -0.057 0.153
H -0.208726 -4.051397 2.603541 0.197 0.002 -0.136
H 1.123445 -4.825781 1.685676 -0.184 0.198 0.034
C 2.553131 -2.453719 0.494884 0.251 -0.273 -0.162
H 2.951166 -1.440257 0.346789 0.058 -0.364 0.007
H 1.945633 -2.760544 -0.365383 0.251 0.052 0.192
H 3.369315 -3.169172 0.668041 -0.111 0.236 -0.380
P -3.677511 -2.186024 0.409738 1.668 1.198 0.281
C -4.050791 -3.181072 1.836576 -0.369 -0.532 0.189
C -3.308770 -3.132236 -1.067039 -0.381 -0.416 -0.140
H -3.920424 -2.598626 2.758874 -0.073 -0.047 -0.333
H -3.397791 -4.062385 1.881637 -0.128 0.237 -0.047
H -5.095003 -3.519808 1.772803 0.265 0.041 0.064
H -2.874056 -2.471979 -1.830440 -0.231 -0.117 0.212
H -4.233630 -3.587222 -1.446747 0.322 0.005 -0.065
H -2.575792 -3.914031 -0.823068 -0.246 0.185 -0.044
C -4.915532 -0.944611 0.085012 -0.512 -0.075 -0.160
H -5.254130 -0.504701 1.032643 0.051 -0.174 -0.214
H -5.762807 -1.389733 -0.453687 0.103 0.228 0.177
H -4.428968 -0.156917 -0.505627 -0.351 -0.339 0.093
H 1.276915 1.452568 0.831584 0.116 -0.833 0.651
N 0.415918 3.470201 7.315330 -1.226 -0.844 -2.532
C -0.074480 3.124484 6.307946 1.059 0.702 2.050
C -0.691081 2.683642 5.072450 0.006 0.029 0.031
C -1.991099 3.086872 4.734793 0.163 0.053 0.019
C -2.550718 2.613945 3.557832 0.236 -0.418 -0.401
C -1.818384 1.709010 2.775113 -0.309 0.525 0.294
N -0.567307 1.350064 3.089268 0.119 0.041 0.072
C 0.002993 1.838576 4.212184 -0.171 -0.181 -0.194
H -2.526472 3.768948 5.394932 0.083 -0.192 -0.204
H -3.539029 2.919817 3.220630 0.194 -0.095 0.227
H -2.250841 1.255651 1.876316 0.170 0.294 0.396
H 1.020326 1.501810 4.407837 -0.303 0.158 0.076


How do the records compare in energy? In the order shown, they have -145864.15554; -120572.34203 eV.